A molecular structure, C36H16N11Pt, computed with wB97M-V/def2-TZVPD.

## Properties
DFT total energy, eV: -57234.2076
Multiplicity: 3
Charge: -1
E_HOMO (spin up / spin down), eV: -3.59 / -4.49
Molar mass, g/mol: 797.7
Gap between HOMO and LUMO (spin up / spin down), eV: 4.90 / 4.28

```
64
Properties=species:S:1:pos:R:3:forces:R:3:lowdin_spin:R:1
Pt -0.356369 -0.616478 0.898906 -0.1729 -0.2231 0.2219 0.01
C -5.493005 3.456438 0.968289 0.0220 -0.0140 0.0184 0.01
C -6.007036 2.586249 0.010894 0.0293 -0.0249 -0.0288 0.01
C -5.322574 1.426682 -0.348722 -0.0576 0.0206 0.0205 0.01
C -4.119767 1.182382 0.277422 0.0627 -0.1216 -0.0685 0.01
C -3.149832 0.069498 0.138783 -0.1529 0.0755 0.2589 0.09
N -2.091061 0.344289 0.967850 0.1407 0.0817 -0.1996 0.06
C -2.304552 1.488766 1.669720 -0.2287 -0.0874 0.0800 0.08
N -1.590999 1.999938 2.628207 0.1586 0.0181 -0.0359 0.05
C -0.378003 1.506890 2.976818 -0.0325 0.1294 -0.0760 0.20
C 0.391074 1.964718 4.109700 -0.0509 -0.0220 0.0338 0.06
C 0.101814 2.848488 5.143991 0.0140 0.0345 -0.0331 0.03
C 1.059991 3.031482 6.124411 0.0199 -0.0149 0.0034 0.03
C 2.291085 2.357368 6.072475 -0.0201 0.0144 0.0052 0.04
C 2.586276 1.484719 5.040894 0.0090 0.0180 -0.0348 0.02
C 1.619642 1.287000 4.060587 0.0169 -0.0464 0.0332 0.06
C 1.571140 0.428074 2.901086 0.1189 0.0236 -0.0816 0.19
N 2.607872 -0.324820 2.464933 -0.0618 0.1547 -0.0127 0.05
C 2.498358 -1.172556 1.486283 0.0531 -0.2165 0.0299 0.08
N 1.372653 -1.594949 0.850618 -0.0280 0.1851 -0.1952 0.06
C 1.665320 -2.566692 -0.071264 0.1685 -0.0953 0.1813 0.09
N 0.848593 -3.272001 -0.782800 -0.1552 0.0680 -0.0503 0.05
C -0.483232 -3.017280 -0.838558 0.1752 0.0278 -0.1701 0.20
N -1.109930 -1.879169 -0.447299 -0.0638 -0.1200 0.3287 -0.02
C -2.435356 -1.963102 -0.736160 -0.0580 0.1727 -0.1404 0.21
N -3.365342 -0.990449 -0.566460 0.1251 -0.0804 -0.1111 0.04
C -2.697597 -3.252436 -1.323716 -0.0434 -0.0594 0.0882 0.05
C -3.875120 -3.886905 -1.698271 0.0045 0.0446 -0.0748 0.03
C -3.791291 -5.198489 -2.130220 0.0314 -0.0180 0.0005 0.03
C -2.557676 -5.864041 -2.199057 -0.0299 0.0166 0.0065 0.03
C -1.382076 -5.231596 -1.835713 0.0251 0.0368 -0.0755 0.03
C -1.465116 -3.917439 -1.391894 -0.0059 -0.0520 0.1004 0.05
C 3.132788 -2.775774 -0.047105 -0.1405 -0.0164 -0.0397 0.01
C 3.947514 -3.612408 -0.777931 0.0478 -0.0364 0.0137 0.01
C 5.312259 -3.580697 -0.497384 -0.0414 0.0115 -0.0190 0.01
C 5.825439 -2.734164 0.481240 -0.0217 0.0105 0.0142 0.01
C 4.992744 -1.882843 1.205133 0.0502 -0.0259 -0.0050 0.01
C 3.645396 -1.922801 0.920343 -0.0599 0.0638 0.1068 0.01
N 0.358102 0.581728 2.309042 -0.0780 -0.1558 0.0325 -0.02
C -3.601115 2.055517 1.223584 0.0973 -0.0214 0.0918 0.01
C -4.272712 3.201088 1.591178 -0.0535 0.0307 0.0073 0.01
H -6.052812 4.344824 1.232035 0.0140 0.0148 -0.0207 0.00
H -6.948652 2.821127 -0.468901 -0.0135 -0.0095 0.0213 0.00
H -5.707934 0.739166 -1.089762 0.0020 0.0101 -0.0078 0.00
H -0.846836 3.368504 5.172575 -0.0028 -0.0118 0.0087 0.00
H 0.858817 3.699982 6.952143 0.0103 0.0165 -0.0112 0.00
H 3.017016 2.522971 6.858655 0.0034 0.0093 -0.0059 0.00
H 3.533479 0.963866 4.989748 -0.0062 -0.0074 0.0114 0.00
H -4.822101 -3.366336 -1.645470 0.0026 0.0002 0.0079 0.00
H -4.693155 -5.727827 -2.411186 0.0056 0.0057 -0.0279 0.00
H -2.530697 -6.893857 -2.532518 -0.0003 0.0081 -0.0229 0.00
H -0.426412 -5.736717 -1.885390 -0.0025 -0.0006 0.0085 0.00
H 3.534099 -4.259794 -1.539491 0.0057 0.0042 -0.0033 0.00
H 5.986741 -4.217021 -1.055862 0.0016 -0.0059 0.0094 0.00
H 6.889625 -2.738306 0.680273 0.0041 0.0241 -0.0228 0.00
H 5.379312 -1.209100 1.958157 -0.0017 -0.0143 0.0104 0.00
H -3.857636 3.872043 2.331479 -0.0052 -0.0056 0.0046 0.00
N 0.862475 1.081789 -1.051964 0.2297 0.1525 -0.1864 0.00
C 0.799057 0.515508 -2.061925 -0.0679 0.1058 -0.1061 0.00
C 0.645879 -0.180237 -3.275524 -0.0521 -0.0540 0.0986 0.00
C -0.605616 -0.768119 -3.558341 0.0738 -0.0540 -0.0362 0.00
N -1.631136 -1.258460 -3.779864 -0.0098 0.0283 0.0120 0.00
C 1.719950 -0.307864 -4.180575 -0.0086 -0.0009 0.0295 0.00
N 2.600701 -0.412543 -4.923654 0.0037 -0.0022 0.0039 0.00
```
Forces are in eV/Å.